C4H7FN2O in the gas phase at a distorted geometry, computed with the ωB97M-V functional and the def2-TZVPD basis.

Last column: natural (NBO) charge in e.
Atoms and positions in Å:
C (-0.0290, 1.5349, -0.2564)  -0.242
C (0.0812, 0.3934, 0.7210)  0.016
C (0.2321, -1.9294, 0.4795)  -0.032
C (-0.8265, -0.8854, 0.5531)  0.121
H (-0.3141, 0.4648, -1.9246)  0.359
H (1.2140, 0.7709, -1.6232)  0.358
H (-0.9927, 2.0067, -0.1693)  0.204
H (0.6788, 2.3009, 0.0966)  0.205
H (-0.0559, 0.7906, 1.7545)  0.201
H (0.0020, -2.9469, 0.2550)  0.212
H (-1.6419, -1.0208, 1.2581)  0.195
N (0.3047, 1.2286, -1.6257)  -0.812
N (1.3990, -1.5211, 0.5512)  -0.044
O (1.3989, -0.1647, 0.6146)  -0.372
F (-1.4509, -1.0224, -0.6843)  -0.369

Cartesian forces, eV/Å:
C 0.775 0.597 0.257
C -0.986 -1.240 0.906
C -1.930 -0.879 0.838
C 0.623 0.511 -0.638
H 0.107 0.561 -0.127
H 0.113 0.311 -0.044
H -0.590 0.023 -0.121
H -0.110 -0.165 -0.052
H 0.117 -0.418 -0.533
H 0.037 -0.587 0.206
H 0.319 0.118 0.425
N -0.349 -1.102 -0.400
N 1.546 0.272 -0.505
O 0.955 1.312 0.559
F -0.626 0.687 -0.770

Its HOMO energy is -9.74 eV. As for the total charge: 0. Its SMILES is NC[C@@H]1ON=C[C@@H]1F. The value obtained for the max |F| is 0.0443 Eh/bohr. The frontier orbital gap is 10.48 eV. The calculation puts the molar mass at 118.11 u. The energy above the lowest of the compared OMol25 structures with the same formula, charge and spin comes out at 60.0 kcal per mole.

---

C2H4O2 in the gas phase at a distorted geometry, computed with the ωB97M-V functional and the def2-TZVPD basis.

Last column: natural (NBO) charge in e.
Atoms and positions in Å:
C (0.9304, -0.3363, 0.0066)  -0.309
C (-1.1454, 0.5563, 0.0129)  0.637
H (0.4225, -1.0653, -0.7739)  0.225
H (2.0137, -0.0131, -0.2481)  0.203
H (1.0338, -0.8870, 0.9773)  0.203
H (-1.7647, 1.4164, -0.1264)  0.124
O (0.1249, 0.9065, 0.0852)  -0.488
O (-1.6153, -0.5775, 0.0663)  -0.594

Cartesian forces, eV/Å:
C 1.458 -0.684 -0.948
C -1.583 -1.850 0.208
H 1.407 1.652 1.574
H -2.064 -0.430 0.028
H -0.651 0.727 -0.700
H -0.511 0.830 0.003
O 0.910 -2.161 -0.087
O 1.034 1.915 -0.078

Its HOMO energy is -10.76 eV. As for the total charge: 0. Its SMILES is COC=O. The value obtained for the max |F| is 0.0521 Eh/bohr. The frontier orbital gap is 11.70 eV. The calculation puts the molar mass at 60.05 u. The energy above the lowest of the compared OMol25 structures with the same formula, charge and spin comes out at 28.2 kcal per mole.